(1)
5 unconnected molecules or ions with the total composition C17H23ClN5O3P. Source: OMol25; level of theory: ωB97M-V/def2-TZVPD.

Results
HOMO energy	-8.073	eV
calculated total energy	-1962.525036	a.u.
max |F|	0.816	eV/Å
frontier orbital gap	7.074	eV
LUMO level	-0.03673	hartree

XYZ file:
```
50
Properties=species:S:1:pos:R:3:forces:R:3
N 2.2855 -1.3767 -3.4954 0.165 -0.154 -0.208
P 2.0739 -0.5103 -4.7517 0.567 -0.281 0.516
O 0.5231 -0.1203 -5.0884 -0.371 -0.163 -0.102
C -0.3637 -1.1577 -5.2136 0.136 0.366 0.024
O -0.5774 -1.7379 -6.2198 0.125 -0.192 0.035
O -0.9794 -1.5078 -4.0518 -0.343 0.149 -0.079
Cl -1.4189 -0.2265 -3.0444 0.170 -0.182 0.022
H 2.7436 -2.2598 -3.7016 -0.174 0.010 0.197
H 2.5770 -1.0425 -5.9433 -0.065 0.161 -0.230
H 2.5524 0.7901 -4.6507 -0.190 0.220 -0.167
N -1.3975 1.8970 -0.0422 -0.011 -0.003 -0.051
C -1.8976 2.7377 0.9158 -0.031 -0.067 0.002
C -1.4528 2.2898 2.1317 0.012 -0.055 0.023
C -0.6523 1.1366 1.8948 0.024 0.065 0.015
C -0.6347 0.9224 0.5429 0.000 0.005 -0.033
H -1.5617 1.9894 -1.0273 0.033 0.054 -0.005
H -2.5207 3.5748 0.6539 0.006 0.022 0.003
H -1.6733 2.7388 3.0851 0.019 0.040 0.001
H -0.1504 0.5335 2.6320 0.004 -0.001 0.015
H -0.1522 0.1633 -0.0492 0.017 0.000 -0.005
N -3.5777 -0.4024 1.6094 -0.046 -0.007 -0.060
C -3.0146 -1.6461 1.5923 0.000 0.005 -0.007
C -3.9917 -2.5569 1.8982 -0.030 -0.002 0.009
C -5.1944 -1.8295 2.1102 0.016 -0.029 -0.004
C -4.9033 -0.5037 1.9238 0.014 0.045 -0.017
H -3.0832 0.4559 1.4310 0.034 0.000 0.091
H -1.9710 -1.7769 1.3659 0.014 -0.003 0.005
H -3.8596 -3.6237 1.9646 -0.001 -0.013 -0.001
H -6.1589 -2.2325 2.3693 -0.011 -0.006 0.003
H -5.5264 0.3718 1.9875 -0.014 0.004 0.006
N 4.5502 -4.9877 -3.6063 -0.076 0.049 0.014
C 4.6700 -5.2926 -4.9355 -0.028 0.020 0.017
C 5.9696 -5.0665 -5.2998 0.033 0.025 0.013
C 6.6604 -4.6074 -4.1439 0.002 -0.002 -0.043
C 5.7572 -4.5695 -3.1166 -0.022 -0.001 -0.003
H 3.7042 -5.0591 -3.0717 0.011 -0.039 0.018
H 3.8264 -5.6443 -5.5037 -0.002 -0.016 -0.009
H 6.3814 -5.2152 -6.2835 0.008 -0.005 -0.009
H 7.7005 -4.3375 -4.0763 0.013 0.000 -0.001
H 5.8695 -4.2825 -2.0857 0.008 0.006 0.011
N -1.7402 4.4678 5.7389 -0.018 -0.025 -0.023
C -0.3750 4.4914 5.8302 -0.037 -0.033 -0.013
C 0.0059 5.7847 6.0626 -0.015 0.044 0.005
C -1.1775 6.5725 6.1141 0.044 0.003 0.003
C -2.2371 5.7310 5.9114 -0.004 -0.031 -0.016
H -2.2942 3.6485 5.5717 -0.005 -0.008 0.038
H 0.2045 3.5909 5.7234 0.017 -0.003 -0.004
H 1.0187 6.1294 6.1832 0.011 0.006 0.002
H -1.2413 7.6342 6.2818 0.002 0.012 0.003
H -3.2955 5.9218 5.8767 -0.011 0.009 0.001
```
Forces are in eV/Å.

Atomic partial charges in e from the Mulliken method, atoms 1 to 2:
1 N -0.577
2 P 0.346

---

(2)
A molecular structure, C21H26N5ORuSSe2. Source: OMol25; level of theory: ωB97M-V/def2-TZVPD.

Results
multiplicity	2
HOMO energy (spin up / spin down)	-13.848 / -13.953	eV
calculated total energy	-6460.265414	a.u.
total charge	+2
max |F|	0.969	eV/Å
frontier orbital gap (spin up / spin down)	7.380 / 7.065	eV
LUMO level (spin up / spin down)	-0.23769 / -0.25314	hartree

XYZ file:
```
57
Properties=species:S:1:pos:R:3:forces:R:3
Ru -0.8875 -0.7697 -0.2654 0.230 -0.387 0.618
O 0.7487 -1.5280 -1.1705 0.424 -0.306 -0.586
N 1.4638 -2.4537 -0.4906 -0.041 0.165 -0.139
C 2.4644 -3.0501 -1.1765 -0.030 0.033 0.092
C 3.2556 -3.9784 -0.5580 0.036 -0.042 0.043
C 3.0179 -4.2922 0.7830 0.042 -0.015 -0.035
C 1.9941 -3.6664 1.4565 -0.038 0.045 -0.039
C 1.1966 -2.7315 0.7942 0.063 -0.138 -0.010
S -0.1130 -1.8710 1.5422 -0.099 0.305 -0.032
H 2.5684 -2.7257 -2.2011 -0.015 0.011 0.001
H 4.0513 -4.4466 -1.1185 -0.001 -0.009 0.019
H 3.6344 -5.0215 1.2905 -0.003 0.006 -0.011
H 1.7837 -3.8781 2.4957 -0.005 -0.014 -0.014
Se -4.1605 -1.6389 -0.0856 -0.347 0.018 -0.216
Se -3.2732 0.0707 -1.4461 -0.117 0.046 -0.175
C -3.0017 1.1647 0.1045 0.023 0.005 0.166
C -3.5958 2.3860 0.3220 0.030 0.001 0.156
C -3.2904 3.0339 1.5204 0.030 -0.038 0.013
C -2.4286 2.4282 2.4201 -0.088 0.007 -0.029
C -1.8664 1.1991 2.0989 0.011 -0.162 0.127
N -2.1468 0.5787 0.9567 -0.187 0.037 -0.586
C -2.9728 -3.0092 -0.6704 0.111 0.122 -0.150
C -3.4193 -4.3178 -0.6318 0.010 0.026 -0.068
C -2.5838 -5.3042 -1.1241 -0.035 -0.102 -0.015
C -1.3767 -4.9376 -1.6995 -0.007 -0.011 -0.066
C -1.0116 -3.6093 -1.6928 -0.098 0.183 -0.103
N -1.7718 -2.6436 -1.1411 -0.164 -0.404 0.865
H -4.2823 2.8092 -0.3980 0.007 -0.008 0.001
H -3.7377 3.9927 1.7481 0.004 -0.008 0.001
H -2.1928 2.8913 3.3682 0.003 -0.003 -0.021
H -1.1830 0.6929 2.7701 0.039 0.040 -0.029
H -4.4068 -4.5512 -0.2584 0.003 0.006 0.012
H -2.8955 -6.3403 -1.1054 0.008 0.007 0.009
H -0.7276 -5.6701 -2.1579 -0.006 0.015 -0.005
H -0.1029 -3.2693 -2.1617 0.034 -0.021 0.051
C 0.2645 3.9267 -2.1377 -0.012 -0.008 -0.009
C 0.2565 3.7810 -0.6217 0.055 -0.021 -0.074
N 1.3009 2.8728 -0.1345 0.034 0.065 0.102
C 2.5567 3.5304 0.2756 -0.046 -0.005 0.016
C 2.5013 4.0444 1.7051 0.008 0.005 0.011
C 1.1228 1.5597 -0.0638 0.010 -0.033 -0.420
C 2.2223 0.7211 0.5030 -0.051 -0.004 0.025
N 0.0197 0.9911 -0.5351 0.216 0.515 0.386
H -0.5549 4.5697 -2.4579 0.011 0.005 0.003
H 0.1613 2.9622 -2.6384 -0.010 0.012 0.000
H 1.1950 4.3791 -2.4796 0.005 -0.016 0.007
H -0.7135 3.4381 -0.2555 -0.042 -0.004 0.046
H 0.4337 4.7444 -0.1459 -0.008 0.004 -0.006
H 2.7154 4.3543 -0.4197 0.001 0.000 -0.021
H 3.3852 2.8430 0.1326 0.019 0.015 -0.006
H 1.6564 4.7184 1.8522 0.013 -0.004 -0.006
H 3.4105 4.5995 1.9337 -0.007 -0.011 0.001
H 2.4155 3.2277 2.4233 -0.011 0.005 -0.013
H 3.0381 0.6622 -0.2196 -0.002 0.001 -0.002
H 1.8594 -0.2769 0.6943 -0.009 -0.023 0.043
H 2.6099 1.1430 1.4277 0.008 0.000 -0.005
H -0.6073 1.6653 -0.9555 -0.008 0.088 0.077
```
Forces are in eV/Å.

Atomic partial charges in e from the Mulliken method, atoms 1 to 2:
1 Ru 0.477
2 O -0.866

---

(3)
C3H5BrO in the gas phase. Source: OMol25; level of theory: ωB97M-V/def2-TZVPD.

Results
HOMO energy	-9.804	eV
calculated total energy	-2766.464709	a.u.
max |F|	4.840	eV/Å
frontier orbital gap	10.627	eV
LUMO level	0.03024	hartree

XYZ file:
```
10
Properties=species:S:1:pos:R:3:forces:R:3
C -0.1752 0.8926 0.5302 1.093 -1.992 -1.172
C -0.6377 -0.3248 -0.2770 1.139 0.537 -1.163
C 0.1469 -0.5315 0.9470 3.329 0.920 0.568
O 1.7535 -0.9821 0.8869 -4.365 -1.073 -1.795
Br -0.5339 -0.9948 2.6159 -0.434 -0.836 0.641
H 0.5684 1.5412 0.1951 1.586 0.393 -0.780
H -0.9979 1.4691 0.7790 -1.454 0.533 1.767
H -1.7098 -0.3304 -0.2406 -0.230 -0.885 -0.162
H -0.1161 -0.4958 -1.2325 -0.542 -0.195 0.527
H 1.7323 -1.8786 0.3532 -0.122 2.598 1.569
```
Forces are in eV/Å.

Atomic partial charges in e from the Mulliken method, atoms 1 to 2:
1 C -0.731
2 C -0.466

---

(4)
2 unconnected molecules or ions with the total composition C2H5Cl2NO2P. Source: OMol25; level of theory: ωB97M-V/def2-TZVPD.

Results
HOMO energy (spin up / spin down)	-3.459 / -3.460	eV
calculated total energy	-1546.168657	a.u.
total charge	-1
max |F|	4.499	eV/Å
frontier orbital gap (spin up / spin down)	6.173 / 6.175	eV
LUMO level (spin up / spin down)	0.09973 / 0.09974	hartree

XYZ file:
```
13
Properties=species:S:1:pos:R:3:forces:R:3
C -0.9480 -0.7414 0.4000 0.958 -0.010 4.396
C 0.1924 -1.3265 -0.3814 1.023 1.237 -0.023
N 1.2999 2.4322 2.0605 -0.618 -0.210 -0.106
O 1.5391 -0.3371 -2.5966 1.279 0.369 0.195
O -0.8694 0.4123 -2.2903 -0.650 0.770 0.583
P 0.3831 -0.0959 -1.7418 -0.021 -2.203 -1.009
Cl -0.3203 3.0593 2.5589 0.384 -0.157 -0.038
Cl 1.1206 2.0105 0.3165 0.198 0.042 -0.449
H -1.4059 -1.6263 0.8467 -0.673 0.455 0.343
H -0.5273 -0.0588 1.2942 -0.891 -1.625 -1.908
H -1.6445 -0.1037 -0.0664 -0.797 0.259 -1.019
H 0.0790 -2.4168 -0.6410 0.075 1.394 -0.436
H 1.1013 -1.2076 0.2408 -0.267 -0.322 -0.529
```
Forces are in eV/Å.

Atomic partial charges in e from the Mulliken method, atoms 1 to 2:
1 C -0.934
2 C -0.352

---

(5)
2 unconnected molecules or ions with the total composition C11H15NS. Source: OMol25; level of theory: ωB97M-V/def2-TZVPD.

Results
HOMO energy	-7.930	eV
calculated total energy	-881.073410	a.u.
max |F|	1.975	eV/Å
frontier orbital gap	8.711	eV
LUMO level	0.02870	hartree

XYZ file:
```
28
Properties=species:S:1:pos:R:3:forces:R:3
C -1.0025 2.1460 0.0978 1.238 0.514 0.299
C -0.5399 0.6465 -1.9433 -0.270 -0.440 -0.568
C -0.1697 1.3338 -0.8392 0.021 -0.500 0.458
C 1.6232 0.2072 -1.7071 0.781 -0.259 -0.290
C 1.2306 1.0271 -0.6537 -0.054 0.534 0.317
C 2.9414 -0.2374 -1.8325 -0.353 -0.544 0.365
C 2.1754 1.4279 0.3243 -1.494 -0.235 -1.270
C 3.8709 0.1392 -0.8908 -1.151 0.428 -0.478
C 3.4688 1.0497 0.1110 1.492 -0.229 1.162
N 0.5339 -0.0330 -2.5005 -0.808 0.522 0.347
H -1.4962 0.5042 -2.4223 -0.145 0.273 0.166
H 0.3796 -0.6938 -3.2368 0.533 -0.101 -0.066
H -0.7032 3.2011 0.0155 -0.700 0.034 -0.458
H -0.6486 1.9787 1.1183 -0.410 -0.563 0.153
H 3.1494 -0.9887 -2.5621 0.368 -0.265 -0.531
H 1.7244 1.9693 1.1496 0.882 0.299 0.155
H 4.8489 -0.3093 -0.9333 0.283 0.320 0.127
H 4.2571 1.3831 0.7824 -0.232 -0.060 0.169
H -2.0690 1.9647 0.0153 -0.013 0.230 -0.026
C -1.5043 -2.3815 1.1123 0.459 -1.209 -0.659
C -3.7870 -1.3200 2.4279 1.228 -0.228 0.258
S -3.2761 -2.6819 1.3420 0.191 0.574 -0.015
H -1.0438 -1.6175 1.7344 -0.295 0.030 0.007
H -1.0102 -3.3455 1.2880 0.029 0.267 0.429
H -1.2831 -2.2280 0.0525 -0.181 0.611 0.138
H -4.7901 -1.1197 2.1576 -1.129 0.186 0.147
H -3.2269 -0.3880 2.3349 0.154 -0.182 -0.500
H -3.6531 -1.6341 3.4578 -0.422 -0.005 0.166
```
Forces are in eV/Å.

Atomic partial charges in e from the Mulliken method, atoms 1 to 2:
1 C -1.490
2 C -0.709

---

(6)
2 unconnected molecules or ions with the total composition C5H9NO. Source: OMol25; level of theory: ωB97M-V/def2-TZVPD.

Results
HOMO energy	-9.254	eV
calculated total energy	-325.806376	a.u.
max |F|	3.341	eV/Å
frontier orbital gap	9.314	eV
LUMO level	0.00221	hartree

XYZ file:
```
16
Properties=species:S:1:pos:R:3:forces:R:3
C -1.7142 0.4899 0.7740 -1.839 1.682 -0.347
C 1.4465 -1.6332 -0.9961 0.255 0.200 -0.328
C -1.6779 1.7501 0.2751 -0.428 -1.472 0.618
C 0.6310 -0.3687 -0.9721 -1.673 -1.144 0.648
C 0.6406 0.3841 0.3556 2.844 1.593 -0.731
N 1.2602 0.0693 1.4271 -1.543 0.241 0.659
O -0.0514 0.0060 -1.8918 0.442 0.240 -0.132
H 1.0986 -0.8907 1.7312 0.682 -0.341 -0.569
H -1.7329 0.3238 1.8414 0.518 -0.037 0.075
H -2.1206 -0.3099 0.1716 0.385 -0.192 -0.218
H 2.4624 -1.4240 -0.6642 0.033 -0.094 0.007
H 1.4478 -2.0574 -1.9971 -0.001 0.030 0.000
H 1.0120 -2.3544 -0.3042 -0.053 0.016 0.120
H -1.4653 2.5948 0.9120 0.115 0.091 0.078
H -1.8633 1.9441 -0.7692 0.121 -0.022 -0.146
H 0.6265 1.4761 0.1067 0.143 -0.791 0.266
```
Forces are in eV/Å.

Atomic partial charges in e from the Mulliken method, atoms 1 to 2:
1 C -0.518
2 C -1.282